86
Properties=species:S:1:pos:R:3 method="wB97M-V/def2-TZVPD" e_homo_ev=-10.99 total_charge=+1 fmax_ha_per_bohr=0.107 de_lowest_ev=5.2518 energy_ev=-66327.289
N 7.700 4.442 -1.934
C 7.566 3.652 -0.617
C 7.459 2.009 -0.906
C 5.932 1.431 -0.544
C 4.929 2.157 -1.670
C 3.430 1.500 -1.603
S 2.208 2.272 -2.855
C 0.820 2.915 -1.791
C 0.273 4.414 -2.130
C 0.790 5.457 -0.948
C 1.617 6.755 -1.512
O 2.852 7.011 -0.699
B 3.157 3.611 -3.759
O 3.639 4.871 -3.160
O 3.440 3.395 -5.214
H 6.871 5.093 -2.003
H 8.531 5.087 -1.774
H 8.452 3.927 0.102
H 6.552 4.053 -0.131
H 8.295 1.508 -0.248
H 7.754 1.783 -2.033
H 5.901 0.269 -0.689
H 5.673 1.785 0.557
H 5.486 2.013 -2.702
H 4.891 3.299 -1.325
H 3.419 0.330 -1.707
H 3.016 1.730 -0.508
H -0.103 2.174 -1.943
H 1.099 2.831 -0.649
H 0.458 4.796 -3.219
H -0.913 4.376 -2.001
H -0.168 5.877 -0.373
H 1.430 4.915 -0.104
H 0.933 7.708 -1.319
H 1.834 6.698 -2.664
H 3.216 6.133 -0.370
H 4.632 4.778 -3.073
H 4.411 3.656 -5.380
C 2.252 -1.935 4.301
C 1.613 -3.112 4.690
C 0.813 -3.805 3.780
C 0.641 -3.313 2.480
C 1.260 -2.123 2.100
C 2.077 -1.438 3.009
C 1.046 -1.568 0.748
O 1.592 -0.525 0.411
C 0.157 -2.284 -0.190
C -0.100 -1.739 -1.455
C -0.928 -2.417 -2.352
C -1.493 -3.641 -1.994
C -1.242 -4.183 -0.733
C -0.423 -3.498 0.175
C -0.193 -4.062 1.519
O -0.692 -5.136 1.836
H 2.883 -1.400 5.007
H 1.739 -3.493 5.701
H 0.321 -4.727 4.088
H 2.574 -0.516 2.715
H 0.339 -0.786 -1.743
H -1.131 -1.989 -3.332
H -2.132 -4.172 -2.696
H -1.690 -5.137 -0.458
C -9.286 -0.953 0.033
C -9.312 -0.543 1.366
C -8.399 -1.075 2.278
C -7.465 -2.030 1.858
C -7.455 -2.458 0.531
C -8.361 -1.909 -0.386
C -6.507 -3.500 0.089
O -6.495 -3.874 -1.077
C -5.579 -4.092 1.074
C -4.714 -5.122 0.681
C -3.825 -5.678 1.603
C -3.789 -5.201 2.914
C -4.653 -4.179 3.309
C -5.557 -3.630 2.389
C -6.491 -2.574 2.826
O -6.464 -2.158 3.979
H -9.992 -0.532 -0.680
H -10.042 0.193 1.695
H -8.422 -0.747 3.316
H -8.350 -2.229 -1.427
H -4.734 -5.497 -0.340
H -3.158 -6.481 1.298
H -3.091 -5.629 3.630
H -4.623 -3.816 4.335



81
Properties=species:S:1:pos:R:3 method="wB97M-V/def2-TZVPD" e_homo_ev=-6.10 fmax_ha_per_bohr=0.061 de_lowest_ev=2.3986 energy_ev=-65441.771
C 1.344 -3.411 -5.829
C 0.744 -3.319 -4.469
C -0.511 -3.724 -4.039
C -0.760 -3.394 -2.654
C 0.234 -2.584 -2.136
B -0.586 -0.249 -1.015
C 0.210 -1.841 -0.850
C -0.391 -2.601 0.235
C 0.482 -2.930 1.240
C 1.829 -2.653 0.972
C 2.943 -3.112 1.820
S 1.989 -1.711 -0.409
O 0.073 0.489 -1.986
C -0.949 0.968 -2.901
C -0.815 2.477 -2.920
C -0.532 0.386 -4.240
C -2.335 0.401 -2.323
C -3.174 1.383 -1.519
C -3.217 -0.198 -3.403
O -1.921 -0.559 -1.325
S 1.616 -2.545 -3.166
H 0.684 -3.901 -6.553
H 1.576 -2.408 -6.206
H 2.291 -3.971 -5.795
H -1.275 -4.158 -4.680
H -1.609 -3.748 -2.069
H -1.444 -2.847 0.228
H 0.221 -3.463 2.153
H 2.547 -3.803 2.563
H 3.758 -3.597 1.273
H 3.331 -2.232 2.334
H -1.598 2.996 -3.485
H -0.799 2.880 -1.907
H 0.157 2.721 -3.367
H -1.109 0.830 -5.060
H 0.531 0.604 -4.380
H -0.613 -0.709 -4.253
H -3.389 2.321 -2.044
H -4.138 0.915 -1.259
H -2.688 1.605 -0.565
H -3.568 0.639 -4.030
H -2.724 -0.924 -4.060
H -4.086 -0.689 -2.958
C -0.069 -1.649 6.181
C -1.082 -1.115 5.377
C -0.784 -0.558 4.124
C 0.560 -0.427 3.686
C 0.870 0.257 2.419
C -0.057 0.257 1.390
C -0.163 1.284 0.400
C -1.037 2.441 0.775
C -0.884 3.708 0.168
C -1.952 4.597 0.107
C -3.157 4.273 0.740
C -3.201 3.176 1.603
C -2.112 2.290 1.672
C 2.149 0.969 2.276
C 2.809 1.102 1.044
C 3.996 1.810 0.890
C 4.612 2.366 2.011
C 3.991 2.257 3.263
C 2.757 1.599 3.399
C 1.565 -0.969 4.518
C 1.259 -1.584 5.739
H -0.307 -2.095 7.149
H -2.112 -1.127 5.734
H -1.593 -0.158 3.508
H -0.888 -0.453 1.411
H 0.712 1.638 -0.136
H 0.081 3.983 -0.291
H -1.873 5.536 -0.452
H -4.018 4.972 0.677
H -4.092 3.014 2.214
H -2.131 1.479 2.408
H 2.405 0.608 0.149
H 4.444 1.898 -0.100
H 5.561 2.896 1.907
H 4.486 2.674 4.144
H 2.243 1.584 4.367
H 2.615 -0.887 4.211
H 2.071 -1.983 6.353



128
Properties=species:S:1:pos:R:3 method="wB97M-V/def2-TZVPD" e_homo_ev=-7.39 fmax_ha_per_bohr=0.084 energy_ev=-656606.753
C 5.310 3.001 1.772
C 5.547 2.093 1.061
C 5.898 1.040 0.011
C 4.598 0.313 -0.488
C 4.382 -1.056 0.257
C 3.019 -1.133 0.997
C 2.804 -0.106 1.957
C 1.590 -0.073 2.671
C 0.633 -1.075 2.426
C 0.813 -2.135 1.489
C 2.044 -2.157 0.747
C 2.331 -3.222 -0.319
C 3.481 -4.197 0.093
F 2.646 -2.638 -1.574
N -0.213 -3.113 1.327
C -1.500 -2.560 1.041
C -2.210 -3.014 -0.099
C -3.503 -2.451 -0.342
C -4.027 -1.458 0.517
C -3.306 -0.981 1.672
C -3.805 0.132 2.625
N -2.875 1.280 2.562
C -2.627 1.669 1.160
C -2.044 -1.560 1.904
S -0.959 -1.088 3.276
H 5.052 3.842 2.405
H 6.449 1.539 -0.814
H 6.614 0.343 0.489
H 3.716 0.986 -0.444
H 4.766 0.083 -1.565
H 5.156 -1.109 1.057
H 4.537 -1.880 -0.456
H 3.552 0.669 2.182
H 1.332 0.686 3.427
H 1.457 -3.869 -0.519
H 3.335 -5.151 -0.470
H 4.487 -3.818 -0.157
H 3.451 -4.464 1.166
H 0.045 -3.853 0.688
H -1.758 -3.762 -0.766
H -4.075 -2.805 -1.218
H -5.009 -1.055 0.244
H -4.834 0.418 2.343
H -3.752 -0.284 3.659
H -3.289 2.079 3.033
H -2.489 2.771 1.072
H -3.485 1.412 0.489
H -1.680 1.231 0.764
C 7.718 -3.480 1.125
Cl 6.419 -3.522 2.321
Cl 7.121 -3.982 -0.462
Cl 8.432 -1.866 1.043
H 8.487 -4.178 1.434
C -7.534 -1.174 3.416
Cl -6.425 -1.231 2.046
Cl -6.922 -2.148 4.756
Cl -7.787 0.501 3.925
H -8.487 -1.586 3.104
C 3.183 -5.024 -6.701
Cl 3.332 -6.414 -7.783
Cl 4.488 -3.869 -6.990
Cl 1.609 -4.248 -6.901
H 3.260 -5.376 -5.682
C -0.985 6.195 0.592
Cl -0.716 7.709 1.462
Cl 0.225 4.996 1.053
Cl -2.610 5.575 0.893
H -0.890 6.391 -0.470
C 2.918 5.434 -1.890
Cl 3.980 5.071 -0.530
Cl 1.833 4.077 -2.204
Cl 1.995 6.915 -1.586
H 3.532 5.591 -2.769
C 10.178 1.867 -0.920
Cl 11.449 2.664 0.009
Cl 10.725 1.537 -2.566
Cl 9.667 0.373 -0.125
H 9.324 2.534 -0.972
C -0.705 -7.961 -3.535
Cl -0.354 -7.237 -1.960
Cl -2.308 -7.483 -4.095
Cl 0.518 -7.523 -4.733
H -0.692 -9.038 -3.419
C -6.118 -9.008 -4.081
Cl -7.864 -9.081 -3.834
Cl -5.645 -9.985 -5.473
Cl -5.589 -7.335 -4.287
H -5.632 -9.412 -3.200
C -5.273 3.557 -1.464
Cl -3.914 4.589 -1.915
Cl -4.707 1.912 -1.146
Cl -6.124 4.218 -0.063
H -5.965 3.521 -2.297
C -9.939 4.700 2.281
Cl -8.740 5.975 2.511
Cl -10.114 4.314 0.564
Cl -9.499 3.260 3.198
H -10.894 5.060 2.648
C -7.478 -4.734 0.027
Cl -7.015 -5.716 -1.374
Cl -6.178 -4.543 1.209
Cl -8.056 -3.146 -0.493
H -8.297 -5.250 0.515
C 15.700 2.949 0.332
Cl 16.458 4.391 -0.353
Cl 14.813 3.354 1.803
Cl 14.628 2.190 -0.846
H 16.481 2.243 0.588
C -11.527 2.402 6.933
Cl -10.298 1.661 5.906
Cl -10.796 3.073 8.394
Cl -12.408 3.653 6.048
H -12.232 1.634 7.228
C 13.602 7.282 1.790
Cl 14.669 6.763 3.098
Cl 12.551 5.958 1.277
Cl 12.643 8.679 2.288
H 14.216 7.574 0.946
C -0.516 -0.184 -3.718
Cl -0.368 1.576 -3.790
Cl -0.644 -0.731 -2.044
Cl -1.908 -0.731 -4.660
H 0.379 -0.616 -4.150
C -11.282 4.749 -2.917
Cl -13.013 4.400 -2.884
Cl -10.508 3.942 -4.285
Cl -10.998 6.490 -2.978
H -10.842 4.366 -2.004



87
Properties=species:S:1:pos:R:3 method="wB97M-V/def2-TZVPD" e_homo_ev=-10.16 total_charge=+1 fmax_ha_per_bohr=0.044 energy_ev=-63308.994
F -5.132 1.494 -0.876
C -4.942 0.669 0.184
F -4.180 1.338 1.114
F -6.171 0.431 0.765
C -4.293 -0.640 -0.152
N -4.058 -1.374 1.101
C -4.933 -2.456 1.379
C -4.738 -3.671 0.705
C -5.640 -4.714 0.857
C -6.777 -4.533 1.654
C -6.978 -3.331 2.339
C -6.065 -2.291 2.193
C -2.884 -1.184 1.802
C -2.886 -1.332 3.208
C -1.800 -0.899 3.950
C -0.585 -0.472 3.310
C 0.626 -0.103 4.012
C 1.902 -0.634 3.608
C 3.116 -0.252 4.267
C 4.367 -0.579 3.771
C 4.516 -1.400 2.613
N 5.745 -1.560 1.994
C 6.814 -0.566 2.244
C 6.716 0.567 1.258
F 7.499 1.640 1.571
F 7.085 0.122 0.006
F 5.414 1.006 1.166
C 6.167 -2.712 1.252
C 6.091 -2.772 -0.154
C 6.559 -3.885 -0.861
C 7.165 -4.944 -0.181
C 7.346 -4.857 1.202
C 6.900 -3.731 1.893
C 3.335 -1.996 2.087
C 2.091 -1.636 2.577
C -0.572 -0.512 1.884
C -1.694 -0.809 1.140
H -4.987 -1.225 -0.753
H -3.357 -0.448 -0.679
H -3.851 -3.768 0.081
H -5.462 -5.659 0.345
H -7.504 -5.338 1.752
H -7.849 -3.193 2.980
H -6.203 -1.337 2.695
H -3.764 -1.779 3.684
H -1.826 -0.974 5.034
H 0.580 0.535 4.892
H 3.024 0.289 5.207
H 5.247 -0.233 4.316
H 6.732 -0.147 3.249
H 7.777 -1.058 2.095
H 5.663 -1.928 -0.687
H 6.452 -3.924 -1.948
H 7.494 -5.828 -0.726
H 7.841 -5.672 1.738
H 7.096 -3.629 2.959
H 3.428 -2.743 1.288
H 1.218 -2.158 2.180
H 0.374 -0.365 1.363
H -1.639 -0.835 0.052
C -3.924 -0.756 11.002
C -3.434 0.472 10.263
C -2.099 0.201 9.588
N -1.496 1.383 8.959
C -1.421 1.486 7.611
C -0.870 2.789 7.041
C -1.502 4.042 7.700
C -1.871 4.983 6.546
C -1.778 4.134 5.254
N -1.128 2.901 5.649
O -1.785 0.579 6.863
H -4.902 -0.577 11.446
H -4.009 -1.612 10.330
H -3.235 -1.024 11.804
H -4.146 0.763 9.484
H -3.334 1.318 10.950
H -1.378 -0.209 10.310
H -2.224 -0.518 8.777
H -1.338 2.189 9.552
H 0.215 2.764 7.272
H -2.413 3.750 8.246
H -0.765 4.481 8.388
H -2.876 5.398 6.670
H -1.130 5.787 6.503
H -2.782 3.920 4.850
H -1.255 4.718 4.475
H -1.115 2.116 5.013